Here is 2 unconnected molecules or ions with the total composition C6H12N2 in a non-equilibrium geometry from the Open Molecules 2025 dataset. Energies are from the ωB97M-V functional and the def2-TZVPD basis.

Geometry as XYZ:
```
20
C6H12N2 | the Open Molecules 2025 dataset | the ωB97M-V functional and the def2-TZVPD basis
C -2.135 1.501 0.988
C -1.508 2.855 0.679
H -2.245 0.893 0.089
H -1.627 0.957 1.785
H -3.171 1.680 1.279
H -0.460 2.848 0.418
H -1.704 3.525 1.521
H -2.105 3.314 -0.103
C 1.497 -0.030 1.455
C 0.931 -1.160 -1.867
C 0.967 -0.679 0.215
C -0.239 -1.268 -0.007
N 1.681 -0.614 -0.962
N -0.239 -1.646 -1.333
H 1.177 -1.397 -2.890
H -1.061 -1.693 -1.914
H -1.070 -1.511 0.626
H 1.755 0.990 1.188
H 2.435 -0.485 1.764
H 0.736 0.004 2.239
```

The total charge is 0. The maximum force is 1.1 eV/A. The HOMO-LUMO gap comes out at 9.553 eV. The SMILES is Cc1c[nH]cn1.CC. As for the energy relative to the best compared isomer or geometry (same formula, charge and spin): 0.220 eV.